Below is a molecular structure, C33H35FN7O2S4Y, with properties calculated with wB97M-V/def2-TZVPD.

Structure (XYZ):
```
83
Properties=species:S:1:pos:R:3:lowdin_charge:R:1
Y -0.08156 0.57695 -0.86075 1.4091
O 0.30258 0.39923 1.50545 -0.6540
S 1.24342 0.04030 2.63368 0.9572
C 0.10435 -0.73382 3.80372 -0.3450
C 0.63022 -1.41568 4.89141 -0.0878
C -0.22958 -2.01913 5.79676 -0.0947
C -1.60567 -1.93634 5.60885 -0.0937
C -2.11909 -1.24793 4.51537 -0.0631
C -1.26393 -0.64688 3.59936 -0.0481
C 1.41307 1.56496 3.55164 -0.4298
C 0.47328 2.56104 3.34766 -0.0506
C 0.59053 3.74154 4.06852 -0.0594
C 1.63843 3.90955 4.96677 -0.0896
C 2.58254 2.90198 5.14282 -0.0870
C 2.47717 1.71900 4.42455 -0.1096
H 1.70536 -1.47272 5.03348 0.1080
H 0.17326 -2.55511 6.64728 0.0959
H -2.27627 -2.41373 6.31281 0.0950
H -3.18956 -1.16716 4.37159 0.1067
H -1.64560 -0.10636 2.74169 0.0841
H -0.32853 2.41373 2.63218 0.0843
H -0.13899 4.52816 3.92105 0.1063
H 1.72983 4.83596 5.52105 0.0945
H 3.41417 3.04712 5.82127 0.0969
H 3.22602 0.94041 4.51612 0.1089
F -2.94308 6.26671 -3.74995 -0.0029
C -2.03661 5.43789 -3.14160 -0.3131
C -1.02429 4.88135 -3.88890 -0.0367
C -0.10495 4.04448 -3.25962 -0.0869
C -0.17754 3.74322 -1.89135 -0.3497
C 0.80013 2.84490 -1.22701 -0.2995
C -1.22205 4.35607 -1.18031 -0.0652
C -2.15189 5.19178 -1.79259 -0.0308
H -0.95292 5.10146 -4.94718 0.1048
H 0.69237 3.60371 -3.84904 0.0760
H 1.00949 3.17209 -0.20391 0.0088
H 1.74396 2.80612 -1.77358 0.0229
H -1.31113 4.16629 -0.11625 0.0890
H -2.95639 5.64623 -1.22629 0.1080
C 2.94959 -1.52673 -3.92302 -0.0515
N 1.56083 -1.84473 -4.17793 -0.1667
C 1.10729 -3.23258 -4.14369 -0.1240
C -0.42089 -3.10641 -4.01882 -0.1304
N -0.61502 -1.66009 -4.07971 0.0423
C 0.53004 -0.98645 -4.03718 -0.8189
S 0.65293 0.70946 -3.87439 0.6366
H 3.28554 -2.02779 -3.01175 0.0755
H 3.04873 -0.45477 -3.78284 0.0518
H 3.57951 -1.84116 -4.75878 0.0830
H 1.55146 -3.74658 -3.28834 0.1052
H 1.40876 -3.75594 -5.05392 0.1130
H -0.78777 -3.49735 -3.07035 0.1085
H -0.95834 -3.59838 -4.82534 0.1034
H -1.43774 -1.23019 -3.67556 0.0795
S 3.35759 1.59870 1.07760 0.4668
C 4.36094 0.88802 -0.08365 -0.9598
N 5.04822 0.39683 -0.88535 -0.0224
N -3.14879 -1.23654 -0.02041 0.1814
C -3.03466 -1.23439 -1.37223 -0.5243
O -2.17471 -0.50807 -1.93590 -0.1318
C -3.90459 -2.10865 -2.10401 -0.2074
C -4.88473 -2.88172 -1.41499 -0.2709
N -5.65943 -3.48561 -0.80251 0.0911
C -3.81882 -2.22393 -3.52012 -0.2550
N -3.75345 -2.34179 -4.66903 0.1157
H -2.76815 -0.42609 0.44728 0.0433
H -3.95915 -1.66733 0.39297 0.0883
C 2.75847 -2.41258 0.03176 -0.0966
C 1.25020 -2.57538 0.18207 -0.5417
C 0.88821 -4.06222 0.22082 -0.1070
C 0.49294 -1.82372 -0.92408 -0.2493
H 3.30636 -2.87410 0.86134 0.0726
H 3.06348 -1.36122 -0.02186 0.0363
H 3.08957 -2.89405 -0.89805 0.0620
H 0.96735 -2.16842 1.16457 0.0744
H 1.10793 -4.52004 -0.75282 0.0630
H -0.17700 -4.20193 0.42578 0.0687
H 1.45629 -4.60906 0.98849 0.0635
H -0.51288 -2.27030 -0.98627 0.0198
H 0.99683 -2.10847 -1.86516 0.0080
S -3.46308 2.72101 2.37160 0.4452
C -2.57993 1.99960 1.18671 -0.9688
N -1.95049 1.46376 0.36028 -0.0316
```

Calculated values
relative energy (zero: lowest compared OMol25 entry of this formula, charge and spin): 0.000 eV
frontier orbital gap: 5.93 eV
electronic energy: -96421.603 eV
total charge: -2
E_HOMO: -2.1139 eV

***

Below is a molecular structure, C33H35I2KN11O3S at a distorted geometry, with properties calculated with wB97M-V/def2-TZVPD.

Structure (XYZ):
```
86
Properties=species:S:1:pos:R:3:lowdin_charge:R:1
K 0.13283 0.01602 -0.12465 0.5660
O -4.60424 1.78127 2.23109 0.0166
C -4.87230 0.81095 1.33598 -0.2908
C -6.10018 0.15191 1.42101 -0.0344
C -6.41427 -0.85912 0.52784 -0.1070
C -5.50977 -1.23081 -0.46345 -0.1019
C -4.29576 -0.56580 -0.55316 -0.0246
C -3.95829 0.45842 0.32928 -0.0814
C -2.60971 1.11280 0.19763 -0.5161
O -1.89645 0.87317 -0.81594 -0.2217
N -2.25918 1.82447 1.26668 -0.0089
N -0.96713 2.36737 1.28823 0.0108
C -0.68888 3.22162 0.38831 -0.1259
C 0.61992 3.87384 0.23364 -0.1506
C 0.67910 4.98698 -0.60453 -0.0798
C 1.86234 5.65819 -0.85488 -0.1201
C 3.02594 5.18536 -0.25361 -0.0989
C 3.00604 4.08073 0.57826 -0.0563
C 1.80928 3.39391 0.84887 -0.3772
O 1.73912 2.32975 1.63377 -0.5698
H -3.68834 2.11335 1.98512 0.0515
H -6.79119 0.45369 2.19963 0.1068
H -7.37052 -1.36489 0.61119 0.0932
H -5.74529 -2.03382 -1.15132 0.0918
H -3.56089 -0.84081 -1.29986 0.0928
H -1.46784 3.52823 -0.31774 0.1290
H -0.24416 5.32286 -1.07024 0.1068
H 1.88319 6.52152 -1.50636 0.0865
H 3.97005 5.68594 -0.43793 0.0965
H 3.92310 3.72117 1.02432 0.0536
C 4.83724 -2.68634 -1.23763 -0.0374
N 4.21071 -1.84622 -2.24063 -0.1243
C 4.26489 -2.06726 -3.60865 -0.0590
C 3.57474 -1.08891 -4.20322 -0.0648
N 3.08903 -0.26404 -3.19351 -0.0066
C 3.49043 -0.71950 -1.95321 -0.7133
S 3.22216 -0.05611 -0.44471 0.6292
C 2.29588 0.89057 -3.42737 -0.2821
C 2.53794 1.67467 -4.54490 -0.0020
C 1.73983 2.78945 -4.73795 -0.0621
C 0.74658 3.07963 -3.81962 -0.0471
C 0.58552 2.21986 -2.74412 -0.1084
N 1.34903 1.14486 -2.54616 0.1018
H 5.83566 -2.96691 -1.57044 0.0883
H 4.24294 -3.58292 -1.05834 0.0917
H 4.89951 -2.11571 -0.31560 0.0521
H 4.75683 -2.92561 -4.03180 0.1177
H 3.31044 -0.94884 -5.23572 0.1180
H 3.33900 1.43070 -5.22806 0.1075
H 1.90642 3.43276 -5.59272 0.1055
H 0.11123 3.94866 -3.92566 0.1063
H -0.21156 2.36664 -2.02242 0.0894
C -1.83818 0.64070 4.53213 0.0046
N -1.04554 -0.47469 3.95136 -0.1585
C 0.27284 0.03083 3.43402 -0.0450
C -1.83967 -1.22886 2.89385 -0.0961
C -1.13519 -2.49889 2.50890 -0.3012
C -1.37073 -3.62727 3.30639 -0.0814
C -0.70311 -4.81682 3.04826 -0.1213
C 0.21167 -4.83715 1.99855 -0.1255
C 0.42290 -3.68961 1.23284 -0.2063
C -0.24359 -2.45845 1.41871 -0.1199
H -1.23916 1.14603 5.28626 0.1018
H -2.75251 0.24166 4.96459 0.0996
H -2.07758 1.32123 3.71924 0.0816
H -0.84275 -1.15996 4.67684 0.1696
H 0.08234 0.88181 2.77550 0.0586
H 0.76347 -0.77300 2.89238 0.0781
H 0.87654 0.34476 4.28218 0.0677
H -1.93983 -0.53501 2.06374 0.0993
H -2.82352 -1.40480 3.33138 0.1293
H -2.09391 -3.58663 4.12159 0.0986
H -0.88479 -5.69928 3.65044 0.0874
H 0.76279 -5.74937 1.78428 0.0875
H 1.18437 -3.75729 0.45157 0.0682
I 3.37028 1.64530 2.92824 0.6095
I 5.33594 0.68855 4.87615 -0.3159
N -0.77333 -4.36427 -1.64215 0.1373
N -0.49722 -3.15336 -2.26940 -0.2847
N -1.30747 -2.13445 -2.16757 0.1428
C -0.69195 -1.24133 -2.94030 -0.2398
N 0.42203 -1.73767 -3.50350 0.0296
N 0.53740 -2.97412 -3.05095 0.0607
H -0.85342 -4.14792 -0.64870 0.0600
H 0.05319 -4.93206 -1.78599 0.0864
H -1.08322 -0.24634 -3.08554 0.1004
```

Calculated values
relative energy (zero: lowest compared OMol25 entry of this formula, charge and spin): 2.071 eV
frontier orbital gap: 6.92 eV
electronic energy: -100684.485 eV
total charge: -1
E_HOMO: -4.8435 eV

***

Below is a molecular structure, C33H35MnN8O4S2 at a distorted geometry, with properties calculated with wB97M-V/def2-TZVPD.

Structure (XYZ):
```
83
Properties=species:S:1:pos:R:3:mulliken_spin:R:1
Mn -1.26349 2.90757 -0.73019 4.7853
C -0.47555 4.61345 3.38019 0.0001
C -0.42249 4.01699 2.00760 -0.0291
N -1.33262 3.24650 1.49146 0.0144
N -2.34728 2.78536 2.27263 -0.0054
C -3.41126 2.39474 1.60066 0.0047
N -4.33693 1.76723 2.40750 -0.0010
S -3.83382 2.65605 -0.03523 0.0359
C 0.77546 4.27120 1.15532 0.0520
C 1.77196 5.15072 1.57161 0.0070
C 2.91634 5.27687 0.80058 0.0022
C 3.04864 4.51127 -0.34907 -0.0047
C 2.00525 3.66404 -0.70111 0.0363
N 0.89614 3.55730 0.01391 -0.0484
H -1.29714 4.16004 3.93063 0.0000
H -0.64970 5.69003 3.31164 0.0011
H 0.45433 4.46046 3.92823 0.0003
H -3.94319 1.33235 3.22641 0.0005
H -5.01976 1.22240 1.90486 0.0010
H 1.65058 5.72340 2.47733 -0.0003
H 3.69982 5.95905 1.10469 0.0002
H 3.93170 4.55950 -0.96864 -0.0007
H 2.06625 3.02783 -1.57606 -0.0040
O -0.09901 6.01854 -2.60949 0.0071
C -0.67639 4.99461 -2.26147 -0.0046
O -1.50287 4.85519 -1.31415 0.0278
C -0.38105 3.72025 -3.10203 -0.0003
C 0.58942 3.80469 -4.08814 -0.0053
C 0.86076 2.68615 -4.85764 0.0082
C 0.14590 1.51977 -4.61470 0.0008
C -0.81211 1.52698 -3.61485 0.0243
N -1.08846 2.60503 -2.88121 0.0626
H 1.10642 4.74603 -4.20802 0.0001
H 1.62030 2.71996 -5.62803 0.0009
H 0.32777 0.61197 -5.17079 -0.0003
H -1.38272 0.63554 -3.38219 -0.0004
C 3.28397 -1.92376 1.90529 0.0001
N 2.25157 -0.93466 1.99328 0.0001
C 1.59221 -0.66039 3.25575 0.0002
C 0.75122 0.59067 2.94386 -0.0016
N 1.22304 0.96044 1.61852 -0.0016
C 2.00392 0.01672 1.06681 -0.0034
S 2.59329 0.02942 -0.50247 -0.0012
H 2.88484 -2.91605 2.14671 0.0000
H 4.09941 -1.69431 2.60090 0.0000
H 3.66836 -1.93298 0.88746 0.0000
H 2.33607 -0.48732 4.04348 0.0000
H 0.97096 -1.51033 3.55427 0.0000
H 0.93485 1.39798 3.65738 0.0006
H -0.31660 0.36802 2.90535 0.0001
H 0.58072 1.47363 1.02810 0.0189
C 1.90233 -6.84498 1.22779 0.0000
C 1.29354 -5.98435 0.15165 0.0000
C 1.66875 -6.17693 -1.17245 0.0001
C 1.12285 -5.39039 -2.17491 -0.0001
C 0.21370 -4.39894 -1.86686 0.0001
C -0.17129 -4.18919 -0.54296 0.0000
N -1.05527 -3.17402 -0.18213 0.0002
C -1.96511 -2.56149 -1.03797 -0.0042
C -2.71544 -3.29782 -1.95756 -0.0003
C -3.70256 -2.68559 -2.70965 0.0002
C -3.96874 -1.32905 -2.54617 0.0013
C -3.20446 -0.59887 -1.65053 0.0051
C -2.19063 -1.19284 -0.90996 0.0033
C -1.35538 -0.36149 0.03616 0.0291
O -1.04206 -0.88006 1.12079 0.0079
O -1.04547 0.80385 -0.32950 -0.0245
C 0.35700 -4.99832 0.47425 -0.0001
C -0.08222 -4.77448 1.89416 0.0000
H 2.70905 -7.45255 0.81921 0.0000
H 1.16599 -7.52173 1.66784 0.0000
H 2.31030 -6.24515 2.04158 0.0000
H 2.40155 -6.93677 -1.41406 0.0000
H 1.42998 -5.53289 -3.20284 0.0000
H -0.18489 -3.75924 -2.64083 0.0000
H -0.78096 -2.54615 0.57310 -0.0005
H -2.53145 -4.35846 -2.05649 0.0000
H -4.28236 -3.27669 -3.40656 0.0001
H -4.75882 -0.84768 -3.10700 0.0000
H -3.38740 0.45583 -1.49509 0.0016
H 0.52366 -4.01310 2.39310 0.0000
H -0.01066 -5.68444 2.48640 0.0000
H -1.11257 -4.42215 1.92057 0.0000
```

Calculated values
relative energy (zero: lowest compared OMol25 entry of this formula, charge and spin): 0.570 eV
frontier orbital gap (alpha / beta): 7.30 / 7.29 eV
electronic energy: -107898.051 eV
expectation value of S²: 8.7542
total charge: -1
E_HOMO (alpha / beta): -4.8939 / -4.9260 eV
multiplicity: 6

***

Below is a molecular structure, C33H35N5PPt at a distorted geometry, with properties calculated with wB97M-V/def2-TZVPD.

Structure (XYZ):
```
75
Properties=species:S:1:pos:R:3:lowdin_charge:R:1
Pt -0.84563 1.18516 -0.00297 0.9294
N -0.54607 0.95918 3.01789 0.0439
C -1.18928 -0.28510 3.35044 -0.3123
C -1.54091 -0.55940 4.66905 -0.0265
C -2.17429 -1.74048 5.01258 -0.0581
C -2.47567 -2.66882 4.02769 -0.0592
C -2.14741 -2.39633 2.71239 -0.0662
C -1.50456 -1.20997 2.34995 -0.2871
P -1.14684 -0.91670 0.58338 0.9333
C -2.44311 -1.78993 -0.32690 -0.3456
C -2.31907 -3.14193 -0.64803 -0.0919
C -3.35355 -3.80299 -1.29363 -0.0590
C -4.51808 -3.12308 -1.61629 -0.0622
C -4.65004 -1.77913 -1.29769 -0.0597
C -3.61459 -1.11449 -0.66113 -0.0872
C 0.35500 -1.91659 0.31740 -0.3521
C 1.12431 -2.36385 1.38708 -0.0786
C 2.31395 -3.04609 1.15944 -0.0735
C 2.74574 -3.27929 -0.13632 -0.0721
C 1.97922 -2.84090 -1.21052 -0.0643
C 0.79259 -2.16605 -0.98298 -0.1189
H 0.32027 1.06916 3.53742 0.0866
H -1.13509 1.72839 3.32227 0.0894
H -1.30374 0.17176 5.43263 0.1178
H -2.43413 -1.93318 6.04477 0.1133
H -2.97602 -3.59429 4.27738 0.1130
H -2.40564 -3.11664 1.94699 0.1034
H -1.41348 -3.67966 -0.39957 0.1090
H -3.24736 -4.84995 -1.54387 0.1123
H -5.32411 -3.64051 -2.11918 0.1119
H -5.55731 -1.24635 -1.54977 0.1117
H -3.71440 -0.06978 -0.41749 0.0532
H 0.79310 -2.20147 2.40502 0.1057
H 2.89378 -3.40703 1.99924 0.1106
H 3.66754 -3.81771 -0.31371 0.1101
H 2.30176 -3.03689 -2.22484 0.1126
H 0.19590 -1.83559 -1.82546 0.1087
C 4.58740 1.19524 1.34895 -0.1467
C 3.31961 0.74956 2.04960 -0.1745
N 2.18382 0.97771 1.17266 0.0815
C 2.23182 0.94102 -0.18200 -0.3734
N 1.09238 1.00294 -0.83963 -0.1153
C 1.17254 0.89148 -2.29800 -0.2164
C 2.35466 1.67766 -2.82636 -0.1477
C 3.61122 1.08871 -2.22232 -0.1378
N 3.44027 0.88647 -0.78481 -0.0247
C 4.63400 0.54338 -0.01785 -0.1352
H 5.46186 0.91407 1.93477 0.1238
H 4.58957 2.28157 1.23935 0.1264
H 3.16404 1.31785 2.96789 0.1206
H 3.38943 -0.31105 2.31663 0.1133
H 1.24641 0.82462 1.52680 0.0625
H 0.23302 1.25109 -2.71675 0.0963
H 1.27619 -0.15954 -2.59110 0.0997
H 2.24913 2.72593 -2.53593 0.1192
H 2.40851 1.63886 -3.91411 0.1257
H 4.46652 1.75399 -2.35939 0.1279
H 3.85867 0.13455 -2.69992 0.1309
H 5.49627 0.88389 -0.59004 0.1258
H 4.71572 -0.54599 0.07783 0.1277
C -2.63054 2.04318 0.45137 -0.2393
C -2.24268 2.77495 -0.79145 -0.4057
C -2.72632 2.36258 -2.06288 -0.0332
C -2.23188 2.92587 -3.20406 -0.0131
C -1.19233 3.88211 -3.11154 -0.2265
C -0.68921 4.28300 -1.89392 -0.0144
C -1.23158 3.73623 -0.71873 -0.0689
C -0.62428 4.41789 -4.32438 -0.1758
N -0.16042 4.84603 -5.28402 0.1744
H -3.60220 1.56445 0.43545 0.0483
H -2.48908 2.63260 1.35794 0.0568
H -3.48551 1.59388 -2.11639 0.1135
H -2.59515 2.62710 -4.17739 0.1280
H 0.09840 5.02159 -1.84585 0.1284
H -0.88305 4.08104 0.24694 0.1166
```

Calculated values
relative energy (zero: lowest compared OMol25 entry of this formula, charge and spin): 0.000 eV
frontier orbital gap: 7.77 eV
electronic energy: -54771.632 eV
total charge: +1
E_HOMO: -10.7183 eV